# 1
Computed, not measured: a cluster of 2 separate species, CH3NO5 in total, with ωB97M-V/def2-TZVPD.

Structure (XYZ):
```
10
Properties=species:S:1:pos:R:3:forces:R:3
O 0.5275 -1.3476 0.3626 -0.07 0.81 -1.15
C 1.0491 -0.3498 -0.0855 1.92 -0.08 1.50
O 1.8063 0.4149 0.7008 -0.57 -0.72 2.03
O 1.2098 0.0946 -1.3130 -0.03 0.49 -0.15
H 2.1650 1.2228 0.3587 0.02 0.49 -0.95
H 0.7657 -0.4732 -1.9062 -1.03 -1.05 -1.33
O -2.7024 1.2843 -0.1924 1.68 -2.58 1.40
N -1.7698 0.5421 -0.0143 0.12 1.00 -0.81
O -1.9127 -0.4185 0.9641 -3.09 1.32 0.46
H -1.1384 -0.9695 1.1252 1.05 0.32 -1.00
```
Forces are in eV/Å.

Its SMILES is O=C(O)O.O=NO. The lowest unoccupied orbital energy comes out at 0.3 eV. The value obtained for the relative energy (zero: lowest compared OMol25 entry of this formula, charge and spin) is 0.2317 eV. As for the net charge: 0. For the total energy, the calculation gives -470.7874 hartree.

=====

# 2
Computed, not measured: a cluster of 3 separate species, CH3NO6S in total, with ωB97M-V/def2-TZVPD.

Structure (XYZ):
```
12
Properties=species:S:1:pos:R:3:forces:R:3
C -0.4092 -0.7703 1.0694 -2.75 -1.32 -2.10
N 1.0434 1.4950 0.2977 -2.14 -0.92 -0.32
O 0.5651 2.0280 -0.6055 0.87 1.19 0.22
O 2.0197 1.2765 0.8845 1.53 0.23 0.38
O 0.8991 0.0277 -1.9028 -1.31 -0.98 -0.73
O -0.5969 -1.9133 -1.8712 -0.19 0.53 -0.22
O -0.5280 0.6517 0.9917 1.82 0.35 2.15
O -1.3544 1.0725 0.1218 -2.20 0.46 -2.19
S -0.4121 -0.5270 -2.2154 1.47 -0.02 0.44
H 0.5168 -1.1303 0.7070 0.99 -0.14 -0.92
H -1.3477 -1.2154 0.4241 2.54 1.00 2.04
H -0.3959 -0.9953 2.0987 -0.63 -0.39 1.24
```
Forces are in eV/Å.

The lowest unoccupied orbital energy (alpha / beta) comes out at -1.1 / -1.1 eV. The value obtained for the relative energy (zero: lowest compared OMol25 entry of this formula, charge and spin) is 0.0000 eV. As for the net charge: 0. For the total energy, the calculation gives -943.9498 hartree.

=====

# 3
Computed, not measured: the molecule CH3NOP2S, with ωB97M-V/def2-TZVPD.

Structure (XYZ):
```
9
Properties=species:S:1:pos:R:3:forces:R:3
C -0.9096 -1.1266 0.1346 -2.95 0.10 0.46
N -0.6705 -0.5502 1.2956 -0.40 0.03 0.63
O -0.3118 1.3776 -1.1392 -0.67 -0.49 -1.15
P 0.0993 -1.5275 -1.1890 0.11 -0.26 -0.30
P 0.4057 2.0232 -0.0259 -0.73 -0.59 1.62
S 0.5240 0.4792 1.6433 0.61 0.55 -0.75
H -2.0944 -1.3614 0.1064 2.77 0.18 -0.41
H 1.2705 -1.6454 -0.3836 0.04 0.46 -0.10
H 1.6868 2.3310 -0.4421 1.23 0.03 0.00
```
Forces are in eV/Å.

The lowest unoccupied orbital energy (alpha / beta) comes out at -2.2 / -1.9 eV. The value obtained for the relative energy (zero: lowest compared OMol25 entry of this formula, charge and spin) is 4.2129 eV. As for the net charge: 0. For the total energy, the calculation gives -1250.6648 hartree.